# 1
A 13-piece molecular cluster, C24H80N6O13 overall in a non-equilibrium geometry, computed with ωB97M-V/def2-TZVPD.

Geometry (Å):
O  2.68  14.63  22.95
H  2.19  14.00  23.49
H  3.50  14.19  22.75
O  -0.30  12.81  21.66
H  -0.69  13.51  22.19
H  0.33  13.26  21.10
O  1.56  18.29  20.40
H  1.82  18.75  19.61
H  0.61  18.40  20.45
O  5.90  11.96  20.60
H  5.33  11.75  19.86
H  6.47  11.20  20.69
O  5.38  13.95  22.32
H  5.71  14.73  21.88
H  5.59  13.23  21.73
O  3.18  17.23  22.35
H  2.60  17.46  21.63
H  2.92  16.33  22.59
O  0.05  16.07  13.28
H  0.39  15.96  12.39
H  0.83  16.18  13.82
C  3.18  9.75  16.54
C  4.68  10.11  16.65
C  4.94  11.64  16.23
O  6.35  11.84  16.20
C  6.84  13.03  15.58
N  4.96  9.99  18.07
H  2.71  10.62  16.99
H  3.06  8.78  17.03
H  2.93  9.70  15.47
H  5.33  9.56  15.96
H  4.47  12.44  16.79
H  4.65  11.66  15.18
H  6.63  13.04  14.51
H  7.92  12.99  15.69
H  6.47  13.96  15.99
H  5.90  10.26  18.33
H  4.78  9.07  18.43
C  6.28  17.11  19.31
C  6.81  17.38  20.74
C  6.85  18.86  21.11
O  7.72  18.88  22.26
C  7.57  20.17  22.91
N  6.13  16.57  21.75
H  6.92  17.51  18.52
H  5.49  17.85  19.23
H  6.00  16.07  19.12
H  7.83  16.99  20.73
H  5.82  19.19  21.14
H  7.31  19.52  20.38
H  8.11  20.96  22.39
H  8.18  20.03  23.80
H  6.54  20.52  23.04
H  5.17  16.86  21.82
H  6.48  16.88  22.65
C  3.58  14.38  19.18
C  2.19  14.77  18.77
C  1.73  13.91  17.57
O  2.32  13.95  16.25
C  1.78  12.93  15.37
N  1.22  14.71  19.89
H  3.92  14.84  20.11
H  4.33  14.59  18.42
H  3.65  13.30  19.30
H  2.28  15.80  18.42
H  0.68  14.15  17.38
H  1.73  12.88  17.92
H  0.94  13.48  14.95
H  1.39  12.06  15.89
H  2.56  12.74  14.63
H  1.66  14.83  20.79
H  0.64  15.54  19.80
C  4.37  16.56  15.96
C  3.51  16.64  14.66
C  3.87  15.64  13.57
O  5.18  15.89  13.11
C  5.54  15.23  11.89
N  2.18  16.27  15.15
H  5.42  16.74  15.72
H  4.34  15.61  16.49
H  4.14  17.43  16.58
H  3.53  17.57  14.09
H  3.21  15.85  12.74
H  3.73  14.60  13.84
H  6.63  15.24  11.95
H  5.14  15.83  11.08
H  5.14  14.21  11.83
H  2.10  16.80  16.01
H  2.23  15.38  15.62
C  -3.15  17.57  16.06
C  -3.64  16.15  16.35
C  -4.13  15.96  17.84
O  -3.15  16.05  18.83
C  -2.35  14.89  18.94
N  -4.60  15.84  15.38
H  -2.82  17.76  15.04
H  -2.46  18.01  16.78
H  -4.08  18.15  16.12
H  -2.81  15.46  16.21
H  -4.62  14.99  17.95
H  -4.82  16.78  18.03
H  -1.55  14.85  19.68
H  -1.87  14.58  18.01
H  -3.04  14.13  19.30
H  -5.01  14.93  15.49
H  -5.39  16.46  15.30
C  -2.27  14.04  11.26
C  -2.83  14.28  12.64
C  -2.05  13.53  13.77
O  -2.19  12.12  13.59
C  -1.17  11.43  12.97
N  -2.85  15.79  12.86
H  -2.42  13.02  10.89
H  -1.21  14.29  11.25
H  -2.82  14.69  10.59
H  -3.87  13.95  12.65
H  -2.52  13.81  14.72
H  -1.03  13.88  13.87
H  -0.64  11.98  12.19
H  -1.55  10.50  12.54
H  -0.35  11.23  13.66
H  -1.91  15.96  13.17
H  -3.40  15.79  13.71

largest force on an atom = 3.1 eV/A
relative energy (zero: lowest compared OMol25 entry of this formula, charge and spin) = 148.9 kJ/mol
LUMO energy = -0.050 eV
total energy = -2268.881880 hartree
frontier orbital gap = 0.3143 Ha

# 2
A 2-piece molecular cluster, C8H17Cl4O3P2 overall in a non-equilibrium geometry, computed with ωB97M-V/def2-TZVPD.

Geometry (Å):
C  -0.58  -0.62  2.11
C  -1.05  0.45  1.12
O  -2.45  0.50  1.06
C  -0.56  0.30  -0.33
P  1.20  0.00  -0.59
C  1.51  -1.35  -1.78
C  1.13  -2.77  -1.38
O  1.32  -3.68  -2.17
O  0.50  -2.93  -0.18
P  2.20  1.85  -1.27
C  3.77  1.79  -0.28
C  2.76  1.49  -2.98
H  -0.05  -0.15  2.93
H  -1.41  -1.14  2.55
H  0.10  -1.35  1.69
H  -0.76  1.41  1.51
H  -2.82  -0.38  1.17
H  -0.83  1.21  -0.85
H  -1.10  -0.51  -0.81
H  1.80  -0.29  0.64
H  0.96  -1.09  -2.67
H  2.56  -1.32  -2.04
H  1.13  -3.08  0.52
H  3.65  2.50  0.52
H  4.61  2.05  -0.90
H  3.91  0.82  0.17
H  2.26  0.65  -3.44
H  2.55  2.36  -3.58
H  3.82  1.30  -3.01
C  -6.03  0.40  2.45
Cl  -5.05  1.61  3.29
Cl  -5.26  -1.19  2.60
Cl  -7.64  0.34  3.16
Cl  -6.16  0.83  0.74

largest force on an atom = 3.1 eV/A
net charge = +1
LUMO energy = -3.315 eV
total energy = -3063.936583 hartree
frontier orbital gap = 0.3596 Ha

# 3
C17H21I2IrNO4RuS as an isolated structure in a non-equilibrium geometry, computed with ωB97M-V/def2-TZVPD.

Geometry (Å):
I  -2.08  1.98  3.55
I  -3.90  0.35  2.32
Ir  -1.41  -0.08  -1.21
Ru  0.69  1.63  0.16
S  -1.59  2.01  -0.24
C  1.30  3.32  -0.43
C  2.46  1.34  0.66
C  -2.11  3.47  -1.41
C  -3.59  3.26  -1.72
C  -1.27  3.49  -2.68
C  -1.91  4.74  -0.59
C  -1.20  -1.90  -1.74
C  -2.27  0.24  -2.83
O  3.56  1.14  0.90
O  1.73  4.32  -0.78
O  -1.02  -2.97  -2.17
O  -2.81  0.36  -3.86
H  -3.95  4.11  -2.32
H  -4.17  3.23  -0.79
H  -3.76  2.34  -2.28
H  -1.61  4.34  -3.30
H  -1.40  2.57  -3.26
H  -0.21  3.63  -2.46
H  -2.25  5.61  -1.18
H  -0.86  4.90  -0.34
H  -2.50  4.70  0.33
C  1.49  -4.86  1.10
N  1.16  -4.03  2.24
C  2.14  -3.85  3.34
C  0.18  -2.87  2.05
C  0.98  -1.71  1.56
C  2.36  -1.88  1.47
C  3.08  -1.61  0.30
C  2.29  -1.11  -0.74
C  0.95  -0.72  -0.48
C  0.31  -0.67  0.79
H  2.14  -5.70  1.39
H  2.03  -4.33  0.28
H  0.60  -5.30  0.62
H  3.02  -3.17  3.22
H  1.66  -3.39  4.19
H  2.64  -4.79  3.53
H  -0.53  -3.15  1.25
H  -0.44  -2.77  2.95
H  2.78  -2.76  1.78
H  4.08  -1.97  0.06
H  2.69  -0.97  -1.73
H  0.51  -0.55  -1.54

2S+1 = 10
largest force on an atom = 7.3 eV/A
net charge = +4
LUMO energy (alpha / beta) = -13.177 / -15.741 eV
total energy = -2206.875119 hartree
frontier orbital gap (alpha / beta) = 0.2055 / 0.2123 Ha

# 4
An isolated molecule of C6H15NO, computed with ωB97M-V/def2-TZVPD.

Geometry (Å):
C  2.19  -0.69  1.26
N  2.51  0.10  0.08
C  1.38  0.34  -0.82
C  0.34  1.36  -0.34
C  -0.79  0.87  0.60
C  -1.34  -0.56  0.41
C  -2.44  -0.65  -0.65
O  -2.06  -1.56  -1.67
H  3.10  -0.81  1.85
H  1.38  -0.29  1.89
H  1.88  -1.67  0.92
H  2.93  0.99  0.34
H  0.91  -0.63  -0.97
H  1.82  0.70  -1.75
H  0.87  2.12  0.24
H  -0.03  1.88  -1.22
H  -1.65  1.55  0.50
H  -0.44  0.98  1.61
H  -0.58  -1.28  0.13
H  -1.72  -0.87  1.39
H  -2.68  0.33  -1.06
H  -3.39  -1.01  -0.21
H  -2.19  -1.18  -2.54

SMILES string = CNCCCCCO
largest force on an atom = 0.7 eV/A
relative energy (zero: lowest compared OMol25 entry of this formula, charge and spin) = 172.1 kJ/mol
LUMO energy = 0.917 eV
total energy = -367.565751 hartree
frontier orbital gap = 0.3477 Ha